Formula: C9H19AgCl3O6P
Source: the Open Molecules 2025 dataset
Level of theory: ωB97M-V/def2-TZVPD

Output
Spin multiplicity: 2
LUMO level (alpha / beta) (eV): -6.18 / -9.04
Total charge: +1
E_tot (eV): -72772.89149
Kohn-Sham gap (alpha / beta) (eV): 6.01 / 3.14
Expectation value of S²: 0.764

Geometry (Å):
Ag1 -11.973160 -20.779590 -21.013040
C1 -14.989000 -21.052120 -17.973020
C2 -13.997190 -20.922250 -19.117600
O1 -13.285800 -19.951000 -19.251860
O2 -13.860150 -21.881860 -19.860610
H1 -15.612980 -21.928380 -18.148850
H2 -15.687940 -20.247570 -17.744390
H3 -14.437010 -21.312530 -17.069920
C3 -14.794230 -17.781050 -15.930990
C4 -14.608610 -16.987160 -14.643900
O3 -15.717910 -16.215020 -14.209890
P1 -15.730640 -14.627730 -14.609930
O4 -14.632400 -13.782760 -14.163790
O5 -15.755630 -14.631070 -16.198980
C5 -16.435590 -13.530880 -16.915290
C6 -16.498470 -13.955480 -18.453990
O6 -17.281480 -14.182890 -14.300770
C7 -18.372500 -14.939560 -14.617240
C8 -19.593000 -14.076700 -14.329730
H4 -13.845070 -18.307380 -16.031850
H5 -15.704290 -18.379210 -15.885030
H6 -15.022740 -17.222640 -16.838770
H7 -14.545500 -17.779760 -13.898320
H8 -13.742650 -16.328500 -14.577720
H9 -17.460710 -13.587410 -16.549180
H10 -15.865860 -12.623280 -16.715890
H11 -16.994560 -14.892390 -18.707380
H12 -16.869070 -13.154270 -19.093380
H13 -15.419980 -14.104490 -18.506550
H14 -18.187840 -15.233620 -15.650450
H15 -18.345880 -15.859460 -14.033140
H16 -20.528570 -14.630590 -14.407160
H17 -19.475960 -13.584170 -13.364420
H18 -19.673870 -13.202830 -14.976190
C9 -16.085180 -24.372120 -21.172210
Cl1 -16.492320 -25.888860 -20.308740
Cl2 -17.373860 -23.185440 -21.297590
Cl3 -15.626490 -24.843980 -22.792300
H19 -15.271380 -23.950810 -20.582010

Cartesian forces, eV/Å:
Ag -0.2 0.0 0.1
C 0.0 -0.7 -0.2
C -4.7 -0.1 5.1
O 2.6 2.0 -1.6
O 1.5 -1.8 -2.8
H 0.0 -0.2 -0.3
H 0.5 0.4 -0.4
H 0.2 0.3 0.1
C -0.4 1.0 -0.4
C -0.1 -0.6 0.5
O -0.9 2.0 -0.7
P -1.9 -0.4 -0.8
O -0.3 -0.1 1.0
O -0.3 -0.3 -1.1
C -1.3 -2.2 -0.9
C 1.6 0.7 2.1
O 4.5 1.3 1.8
C -1.1 -1.0 -0.5
C 0.0 0.2 -0.3
H -0.3 -0.5 -0.3
H 0.3 -0.7 0.6
H 0.6 0.6 0.1
H 0.4 0.3 0.4
H 0.3 -0.4 -0.4
H 0.2 1.0 0.2
H -0.4 0.1 -0.2
H -0.2 0.1 0.6
H 0.2 0.0 0.1
H 0.1 -0.1 -1.4
H -1.0 -0.3 -0.4
H -0.4 -0.1 0.2
H 0.1 0.0 0.2
H -0.1 -0.6 0.3
H 0.2 -0.2 -0.5
C 0.0 -0.8 0.3
Cl -0.3 0.6 0.1
Cl -0.2 0.0 0.5
Cl 0.6 0.2 -0.3
H 0.0 0.1 -0.5

From a Löwdin analysis of the wavefunction, the atomic charges in e read:
1 Ag 0.9564
2 C 0.0688
3 C -0.6862
4 O 0.1548
5 O 0.1754
6 H 0.0990
7 H 0.1014
8 H 0.1129
9 C -0.0854
10 C -0.2745
11 O -0.1830
12 P 0.4633
13 O -0.2039
14 O -0.2308
15 C -0.1834
16 C -0.0473
17 O -0.2032
18 C -0.3291
19 C -0.0484
20 H 0.0760
21 H 0.0730
22 H 0.0648
23 H 0.1200
24 H 0.1205
25 H 0.0861
26 H 0.1283
27 H 0.0668
28 H 0.0724
29 H 0.0639
30 H 0.1076
31 H 0.1192
32 H 0.0797
33 H 0.0848
34 H 0.0751
35 C -1.5693
36 Cl 0.5206
37 Cl 0.5366
38 Cl 0.5363
39 H -0.0191